No. 1
Computed, not measured: C42H63ClN2O5P2ReSi as an isolated structure, with ωB97M-V with the def2-TZVPD basis set.

The geometry in ORCA input format:
```
! wB97M-V def2-TZVPD RIJCOSX def2/J DEFGRID3
* xyz 2 2
Re -0.31 -0.42 0.75
C 0.58 0.89 2.62
Si 0.41 1.86 0.96
C -0.82 3.21 1.27
C -0.55 4.52 1.69
C -1.58 5.41 1.90
C -2.90 5.00 1.71
C -3.18 3.71 1.31
C -2.14 2.81 1.08
P -2.39 1.07 0.61
C -3.06 0.96 -1.10
C -4.37 1.72 -1.38
C -4.21 3.14 -1.94
C -3.17 3.22 -3.05
C -1.83 2.70 -2.54
C -1.96 1.24 -2.14
C -3.74 0.65 1.81
C -3.19 0.54 3.24
C -4.33 0.57 4.25
C -5.39 -0.49 3.94
C -5.89 -0.37 2.50
C -4.74 -0.47 1.51
C 1.74 2.42 -0.21
C 2.16 3.74 -0.41
C 2.91 4.07 -1.53
C 3.22 3.11 -2.48
C 2.83 1.79 -2.29
C 2.11 1.45 -1.15
P 1.74 -0.22 -0.61
C 3.30 -0.81 0.23
C 3.45 -0.62 1.75
C 4.02 0.73 2.17
C 5.38 0.97 1.52
C 5.20 0.95 0.00
C 4.59 -0.36 -0.50
C 1.53 -1.39 -2.04
C 2.76 -2.08 -2.68
C 3.38 -1.40 -3.91
C 2.32 -0.88 -4.90
C 0.91 -1.32 -4.51
C 0.57 -0.81 -3.11
H 1.62 1.06 2.91
H 0.49 -0.22 2.74
H -0.10 1.31 3.36
H 0.47 4.84 1.87
H -1.37 6.41 2.24
H -3.71 5.70 1.88
H -4.21 3.42 1.17
H -3.30 -0.11 -1.16
H -5.02 1.74 -0.50
H -4.92 1.13 -2.12
H -3.93 3.84 -1.16
H -5.19 3.47 -2.31
H -3.08 4.25 -3.41
H -3.49 2.62 -3.91
H -1.51 3.31 -1.69
H -1.06 2.80 -3.31
H -1.00 0.86 -1.77
H -2.19 0.65 -3.04
H -4.32 1.58 1.78
H -2.50 1.37 3.45
H -2.63 -0.39 3.34
H -4.80 1.56 4.22
H -3.94 0.44 5.25
H -6.21 -0.41 4.64
H -4.95 -1.49 4.08
H -6.42 0.58 2.37
H -6.62 -1.16 2.29
H -5.11 -0.41 0.48
H -4.27 -1.44 1.63
H 1.90 4.52 0.30
H 3.23 5.10 -1.67
H 3.77 3.39 -3.37
H 3.09 1.04 -3.02
H 3.20 -1.89 0.06
H 4.17 -1.39 2.07
H 2.53 -0.84 2.27
H 4.11 0.75 3.26
H 3.35 1.55 1.89
H 6.07 0.19 1.83
H 5.80 1.92 1.84
H 6.17 1.09 -0.50
H 4.59 1.80 -0.28
H 5.32 -1.16 -0.35
H 4.43 -0.29 -1.57
H 1.00 -2.20 -1.52
H 2.40 -3.06 -2.99
H 3.54 -2.29 -1.94
H 4.00 -2.16 -4.40
H 4.07 -0.61 -3.62
H 2.56 -1.19 -5.91
H 2.33 0.22 -4.92
H 0.82 -2.41 -4.56
H 0.18 -0.92 -5.22
H -0.45 -1.07 -2.86
H 0.63 0.28 -3.13
N 0.77 -2.12 1.33
C 1.08 -3.24 1.45
N 1.47 -4.45 1.59
C 2.84 -4.89 1.22
C 2.72 -6.03 0.22
O 1.91 -7.06 0.73
C 0.58 -6.63 0.93
C 0.53 -5.53 1.98
H 3.33 -5.23 2.13
H 3.38 -4.04 0.81
H 3.71 -6.45 0.03
H 2.31 -5.65 -0.73
H 0.01 -7.49 1.27
H 0.15 -6.27 -0.01
H 0.86 -5.91 2.95
H -0.47 -5.11 2.08
O -1.95 -1.83 1.45
Cl -2.07 -2.55 0.14
O -1.52 -3.85 0.22
O -3.37 -2.53 -0.38
O -1.16 -1.69 -0.72
*
```

Output
frontier orbital gap (spin up / spin down) = 8.92 / 7.34 eV
total energy = -98883.2175 eV
energy relative to the best compared isomer or geometry (same formula, charge and spin) = 1.8 kcal per mole



No. 2
Computed, not measured: a 21-piece molecular cluster, C42H63N21 overall, with ωB97M-V with the def2-TZVPD basis set.

The geometry in ORCA input format:
```
! wB97M-V def2-TZVPD RIJCOSX def2/J DEFGRID3
* xyz 0 1
C -28.92 34.00 -4.88
C -29.85 33.68 -5.95
N -30.62 33.46 -6.79
H -28.00 34.23 -5.42
H -28.76 33.08 -4.33
H -29.39 34.73 -4.21
C -31.53 29.98 -7.03
C -31.32 30.07 -8.47
N -31.13 30.21 -9.59
H -30.53 30.07 -6.60
H -31.89 28.99 -6.76
H -32.23 30.72 -6.62
C -33.05 28.64 -12.75
C -34.41 28.51 -12.38
N -35.51 28.36 -12.08
H -32.89 29.10 -13.73
H -32.66 27.63 -12.78
H -32.41 29.05 -11.96
C -31.64 39.71 -14.57
C -32.25 38.44 -14.19
N -32.69 37.39 -13.85
H -32.21 40.43 -13.98
H -31.81 39.96 -15.62
H -30.61 39.75 -14.20
C -36.88 32.89 -14.25
C -36.68 31.44 -14.46
N -36.55 30.34 -14.64
H -37.32 33.00 -13.25
H -37.50 33.16 -15.10
H -35.93 33.41 -14.13
C -29.71 30.20 -13.17
C -28.96 31.38 -12.79
N -28.34 32.34 -12.56
H -30.39 30.43 -13.99
H -30.19 29.76 -12.29
H -28.97 29.53 -13.58
C -35.80 27.03 -15.33
C -34.65 27.82 -15.78
N -33.77 28.48 -16.13
H -36.74 27.55 -15.50
H -35.73 26.81 -14.26
H -35.72 26.07 -15.85
C -30.15 36.65 -9.79
C -29.24 36.18 -8.75
N -28.50 35.91 -7.87
H -30.03 36.06 -10.70
H -29.91 37.68 -10.03
H -31.20 36.48 -9.51
C -27.41 31.56 -7.89
C -27.27 30.17 -7.42
N -27.05 29.07 -7.04
H -27.99 32.28 -7.30
H -27.72 31.56 -8.93
H -26.37 31.88 -7.86
C -30.56 36.17 -16.14
C -29.45 35.81 -17.05
N -28.59 35.40 -17.74
H -30.66 37.24 -15.93
H -30.16 35.65 -15.28
H -31.52 35.78 -16.49
C -32.01 32.94 -12.01
C -32.12 32.96 -13.44
N -32.23 32.98 -14.61
H -32.19 33.96 -11.70
H -31.10 32.55 -11.55
H -32.88 32.36 -11.68
C -35.03 36.64 -11.91
C -35.60 36.01 -10.72
N -36.00 35.62 -9.71
H -35.42 37.66 -11.99
H -35.30 36.22 -12.88
H -33.95 36.67 -11.76
C -25.72 37.38 -11.71
C -27.06 36.88 -11.96
N -28.06 36.50 -12.20
H -25.53 37.59 -10.66
H -25.80 38.39 -12.10
H -25.07 36.57 -12.05
C -27.92 31.24 -20.17
C -28.81 31.37 -19.04
N -29.51 31.49 -18.15
H -28.45 30.53 -20.79
H -26.90 30.93 -19.95
H -27.99 32.20 -20.69
C -33.02 35.05 -7.76
C -33.61 33.70 -7.55
N -34.10 32.69 -7.38
H -32.73 35.08 -8.82
H -32.23 35.38 -7.10
H -33.85 35.71 -7.52
C -34.78 35.68 -17.25
C -35.12 37.09 -17.18
N -35.38 38.21 -17.06
H -35.68 35.11 -17.45
H -34.39 35.28 -16.31
H -34.14 35.43 -18.10
C -35.54 38.93 -7.85
C -34.43 38.29 -8.62
N -33.53 37.84 -9.23
H -36.52 38.49 -8.07
H -35.39 40.01 -7.93
H -35.43 38.65 -6.80
C -37.54 32.47 -7.68
C -37.59 32.42 -9.17
N -37.58 32.44 -10.33
H -38.56 32.57 -7.33
H -37.00 33.34 -7.30
H -37.08 31.53 -7.37
C -33.26 31.39 -17.15
C -34.44 32.10 -17.55
N -35.39 32.62 -17.86
H -33.38 31.15 -16.10
H -32.37 32.01 -17.25
H -33.18 30.47 -17.72
C -31.44 34.40 -19.16
C -30.89 35.06 -20.33
N -30.39 35.57 -21.28
H -31.38 35.23 -18.45
H -30.98 33.49 -18.79
H -32.47 34.23 -19.50
C -30.20 28.31 -16.99
C -30.38 27.40 -15.88
N -30.60 26.73 -14.96
H -30.10 27.57 -17.78
H -29.33 28.95 -16.83
H -31.12 28.88 -17.12
*
```

Output
frontier orbital gap = 11.04 eV
total energy = -75859.8980 eV
energy relative to the best compared isomer or geometry (same formula, charge and spin) = 66.5 kcal per mole